## P
# C4H4

A single C4H4 molecule (wB97M-V/def2-TZVPD, OMol25).

E_HOMO	-0.3404	hartree
E_LUMO	0.81	eV
Kohn-Sham gap	10.1	eV
SMILES	C#CC=C

Geometry as XYZ:
```
8
Properties=species:S:1:pos:R:3:nbo_charge:R:1
C -1.925 -0.101 0.008 -0.2049
C -0.744 -0.037 -0.176 -0.0890
C 0.616 0.473 -0.003 -0.2527
C 1.749 -0.328 0.061 -0.3714
H -3.020 -0.284 0.494 0.2708
H 0.785 1.564 0.146 0.2184
H 2.778 -0.027 0.026 0.2224
H 1.284 -1.293 -0.005 0.2063
```

## Q
# C4H4

2 unconnected molecules or ions with the total composition C4H4 (wB97M-V/def2-TZVPD, OMol25).

E_HOMO (alpha / beta)	-0.2984 / -0.3346	hartree
E_LUMO (alpha / beta)	-0.05 / -0.24	eV
Kohn-Sham gap (alpha / beta)	8.1 / 8.9	eV

Geometry as XYZ:
```
8
Properties=species:S:1:pos:R:3:nbo_charge:R:1
C -1.446 -0.074 -0.398 -0.3422
C -0.947 1.008 0.309 0.0527
C 0.528 0.962 -0.137 -0.5144
C -0.068 -0.375 -0.337 0.1056
H -2.287 -0.723 -0.474 0.2487
H 0.466 1.463 -1.064 0.2470
H 1.304 1.193 0.580 0.2462
H 0.460 -2.475 0.597 -0.0435
```

Which is the most stable structure? P is the most stable.

## P
# C4H4

A single C4H4 molecule (wB97M-V/def2-TZVPD, OMol25).

E_HOMO	-0.3520	hartree
E_LUMO	0.74	eV
Kohn-Sham gap	10.3	eV
SMILES	C#CC=C

Geometry as XYZ:
```
8
Properties=species:S:1:pos:R:3:nbo_charge:R:1
C 2.324 -0.094 -0.045 -0.2207
C 1.124 0.012 0.009 -0.0402
C -0.396 0.208 -0.002 -0.2441
C -1.691 -0.261 -0.018 -0.3468
H 3.353 -0.297 0.103 0.2370
H -0.304 1.347 0.021 0.2106
H -1.863 -1.283 -0.123 0.1915
H -2.546 0.367 0.055 0.2127
```

## Q
# C4H4

A single C4H4 molecule (wB97M-V/def2-TZVPD, OMol25).

E_HOMO	-0.3552	hartree
E_LUMO	0.51	eV
Kohn-Sham gap	10.2	eV
SMILES	C#CC=C

Geometry as XYZ:
```
8
Properties=species:S:1:pos:R:3:nbo_charge:R:1
C -0.941 1.841 0.781 -0.1901
C -0.206 1.167 0.037 -0.0793
C 0.064 -0.372 -0.051 -0.2313
C 0.906 -0.665 -0.893 -0.3643
H -1.312 2.754 1.152 0.2220
H -0.340 -0.887 0.839 0.2252
H 1.085 0.252 -1.482 0.2024
H 1.429 -1.574 -1.251 0.2154
```

## R
# C4H4

A single C4H4 molecule (wB97M-V/def2-TZVPD, OMol25).

E_HOMO	-0.3389	hartree
E_LUMO	0.69	eV
Kohn-Sham gap	9.9	eV
SMILES	C#CC=C

Geometry as XYZ:
```
8
Properties=species:S:1:pos:R:3:nbo_charge:R:1
C 1.915 -0.231 0.059 -0.1912
C 0.788 0.178 -0.068 -0.0433
C -0.581 0.413 -0.055 -0.2842
C -1.699 -0.340 0.043 -0.3192
H 2.955 -0.380 0.059 0.2321
H -0.926 1.432 0.017 0.2209
H -2.570 0.186 0.289 0.1830
H -1.999 -1.360 -0.237 0.2019
```

Which is the most stable structure? R is the most stable.

## P
# C4H5N2

A molecular structure, C4H5N2 (wB97M-V/def2-TZVPD, OMol25).

E_HOMO	-0.5131	hartree
E_LUMO	-5.50	eV
Kohn-Sham gap	8.5	eV
charge	+1

Geometry as XYZ:
```
11
Properties=species:S:1:pos:R:3:nbo_charge:R:1
C 2.293 0.348 -0.005 0.1305
C -1.323 -0.818 0.008 -0.2529
C -0.463 1.114 0.014 0.1221
C 0.074 -0.301 0.017 0.2607
N 1.297 -0.406 0.011 -0.2201
N -1.673 0.610 -0.004 -0.4851
H 2.787 0.577 -0.945 0.2413
H 2.839 0.559 0.908 0.2415
H -1.620 -1.375 -0.885 0.2577
H -1.628 -1.358 0.907 0.2580
H -2.583 1.051 -0.028 0.4463
```

## Q
# C4H5N2

A gas-phase ion, C4H5N2 (charge +1) (wB97M-V/def2-TZVPD, OMol25).

E_HOMO	-0.6022	hartree
E_LUMO	-6.81	eV
Kohn-Sham gap	9.6	eV
SMILES	CC1=[N+](C#N)C1
charge	+1

Geometry as XYZ:
```
11
Properties=species:S:1:pos:R:3:nbo_charge:R:1
C 1.495 0.857 -0.184 -0.7577
C 0.374 -0.037 0.077 0.5686
N -0.786 -0.047 0.700 -0.3375
C -2.011 0.258 0.444 0.3539
N -3.021 0.286 -0.065 -0.1657
C -0.355 -1.280 -0.128 -0.2070
H 2.374 0.341 -0.691 0.3179
H 1.702 1.257 0.873 0.3451
H 1.154 1.929 -0.395 0.3474
H -0.984 -1.447 -1.002 0.2772
H 0.059 -2.116 0.371 0.2578
```

## R
# C4H5N2

A gas-phase ion, C4H5N2 (charge +1) (wB97M-V/def2-TZVPD, OMol25).

E_HOMO (alpha / beta)	-0.5537 / -0.5575	hartree
E_LUMO (alpha / beta)	-7.77 / -8.05	eV
Kohn-Sham gap (alpha / beta)	7.3 / 7.1	eV
charge	+1

Geometry as XYZ:
```
11
Properties=species:S:1:pos:R:3:nbo_charge:R:1
C 1.178 0.525 -0.651 0.0510
C -1.213 -0.854 -0.041 -0.1664
C 0.102 0.983 0.530 -0.2518
C -0.502 -1.710 -0.732 0.2342
N 1.147 -0.469 -1.309 -0.1906
N -1.072 0.415 0.245 -0.1577
H 1.906 1.325 -0.679 0.3066
H -2.238 -1.237 0.121 0.3454
H 0.697 0.573 1.363 0.2923
H 0.028 2.070 0.578 0.2631
H -0.361 -2.639 -1.232 0.2739
```

Which is the most stable structure? P is the most stable.